A 3-piece molecular cluster, C4H12O4 overall at a distorted geometry. Source: the OMol25 dataset; level of theory: wB97M-V/def2-TZVPD.

```
20
C4H12O4, DFT wB97M-V/def2-TZVPD
C 1.03 -2.44 1.15
C 0.02 -1.40 0.61
O -1.05 -1.23 1.55
C 0.62 -0.02 0.28
C 1.49 -0.41 -0.93
O 2.69 -0.39 -1.01
H 0.63 -2.62 2.16
H 2.06 -2.06 1.08
H 0.93 -3.43 0.70
H -0.41 -1.83 -0.30
H -0.76 -0.72 2.31
H -0.24 0.62 0.05
H 1.22 0.41 1.07
H 0.92 -0.88 -1.76
O -4.32 2.19 -0.43
H -3.86 1.35 -0.60
H -3.67 2.83 -0.19
O 1.18 3.57 -1.74
H 0.85 3.65 -2.65
H 0.69 2.82 -1.36
```

spin multiplicity: 1
SMILES string: C[C@@H](O)CC=O.O.O
M: 124.136 g mol⁻¹
HOMO energy: -10.1 eV
max |F|: 1.6 eV Å⁻¹
LUMO: 0.2 eV
energy relative to the best compared isomer or geometry (same formula, charge and spin): 162.81 kJ/mol